The following is a DFT calculation (wB97M-V/def2-TZVPD) of a cluster of 5 separate species, C40H78F7N8S2 in total.

The value obtained for the lowest unoccupied orbital energy is -3.21 eV. The gap between HOMO and LUMO comes out at 7.9 eV. Its HOMO energy is -11.10 eV. The net charge is +1. The value obtained for the energy is -95352.4726 eV.

```
135
Properties=species:S:1:pos:R:3:forces:R:3:mulliken_charge:R:1
C 2.65948 1.52118 -0.08851 -0.45 -0.28 -0.23 -1.07
N 2.77964 0.06453 -0.04026 0.20 -0.02 0.11 0.30
C 3.38528 -0.49147 -1.23317 -0.15 0.21 0.70 -0.87
N 3.39445 -1.94169 -1.14158 0.97 -0.07 -0.46 0.17
C 4.56866 -2.56364 -0.48226 -0.40 -0.15 0.86 -1.39
C 4.26052 -2.90723 1.00051 0.61 0.18 -0.29 0.86
N 4.98479 -2.09804 1.98385 -0.42 0.06 -0.11 -0.67
C 2.45538 -2.77981 -1.53877 -0.32 0.49 -0.30 0.75
N 2.52706 -4.11156 -1.34100 1.43 -0.17 0.85 -0.39
C 1.44019 -4.60572 -1.81128 -0.29 -0.61 -0.24 -0.15
C 1.00530 -6.04642 -1.80217 -0.66 0.26 0.18 1.01
F 2.01812 -6.88793 -1.88376 0.43 -0.11 0.11 -0.26
F 0.21420 -6.20803 -2.88896 -0.18 0.03 -0.22 -0.30
C 0.10806 -6.37390 -0.56700 0.14 -0.88 0.04 0.66
F -0.73631 -5.35533 -0.33292 0.13 0.49 0.00 -0.20
F -0.62759 -7.43954 -0.88547 -0.16 -0.23 -0.08 -0.30
C 0.89634 -6.73489 0.72212 -0.52 0.06 0.21 0.58
F 1.87999 -5.86126 0.91300 0.26 0.10 0.01 -0.20
F 0.07372 -6.68909 1.76470 -0.04 0.05 -0.07 -0.23
F 1.37397 -7.95970 0.61696 0.33 -0.04 -0.05 -0.25
N 0.65438 -3.68484 -2.32478 -0.39 -0.59 -0.19 -0.31
N 1.29148 -2.49523 -2.17434 -0.22 0.82 -0.59 0.56
C 0.61478 -1.30351 -2.69744 -0.91 0.50 0.58 -2.00
C -0.14867 -0.49128 -1.61606 -0.04 -0.32 -0.47 -0.28
C -0.70099 -1.38932 -0.50874 0.09 0.46 -0.51 -0.26
S -1.39735 -0.38712 0.83117 -0.01 -0.28 0.33 -0.09
C -3.08064 -0.00437 0.47306 -0.10 0.21 -0.46 0.26
S -3.58863 1.46858 0.89872 0.20 0.30 0.13 -0.24
N -3.93283 -0.93073 -0.11220 0.42 0.46 0.29 0.42
C -3.75760 -2.27824 -0.35883 1.93 -0.42 0.66 -0.47
C -4.84149 -2.72616 -0.95028 -1.70 -0.03 -0.65 -0.97
N -5.75517 -1.68496 -1.07895 -0.81 -1.31 -0.75 -0.52
C -5.20654 -0.65509 -0.57823 -0.25 0.54 0.00 -0.35
H 3.47093 2.03156 0.41614 0.27 -0.02 -0.01 0.41
H 2.59926 1.85567 -1.12817 0.08 0.27 -0.07 0.21
H 1.73190 1.82240 0.38643 -0.10 0.07 0.18 0.38
H 1.90563 -0.38786 0.18187 -0.11 0.06 -0.05 -0.36
H 2.96778 -0.10861 -2.17058 -0.26 -0.24 -0.11 0.24
H 4.42259 -0.17655 -1.21944 0.22 0.01 -0.26 0.49
H 4.86636 -3.44377 -1.03427 -0.10 -0.20 -0.18 0.42
H 5.40535 -1.87590 -0.51010 -0.08 0.31 -0.22 0.50
H 3.20494 -2.73783 1.17237 -0.26 -0.23 -0.02 -0.96
H 4.46471 -3.96605 1.14760 0.03 -0.09 0.13 0.47
H 4.36001 -1.36861 2.30463 0.15 0.11 0.10 0.26
H 5.78213 -1.62702 1.57725 0.15 -0.13 0.06 0.26
H -0.24828 -3.85208 -2.74356 -0.06 0.54 -0.17 0.37
H 1.24970 -0.68214 -3.31150 0.45 -0.03 0.04 0.90
H -0.15558 -1.66326 -3.36978 0.07 -0.38 -0.25 0.27
H -1.00927 -0.07516 -2.13368 -0.04 0.30 -0.08 0.84
H 0.41742 0.35656 -1.24906 0.22 -0.03 0.20 0.02
H 0.08845 -2.00878 -0.08488 -0.07 -0.02 0.37 -0.25
H -1.44240 -2.04067 -0.95374 -0.04 -0.17 0.09 0.47
H -2.89666 -2.85440 -0.09234 0.17 0.17 0.38 1.13
H -5.05093 -3.72207 -1.28113 -0.14 -0.21 -0.07 0.42
H -5.72064 0.28394 -0.54919 0.42 0.47 0.27 0.43
C 1.82686 1.36449 -6.27291 0.07 0.13 0.07 -1.45
C 1.32756 2.22315 -5.11396 0.06 -0.20 -0.03 0.15
C -0.13951 1.98404 -4.76805 0.00 0.08 0.19 0.25
C -1.13456 2.31949 -5.87858 0.01 -0.11 -0.08 -1.10
C -1.06905 3.76056 -6.38057 -0.10 0.04 0.09 -0.43
C -1.39633 4.79329 -5.30581 0.09 0.00 -0.08 -1.12
H 1.29381 1.58552 -7.19743 -0.02 -0.04 0.00 0.35
H 2.88660 1.54574 -6.45553 0.00 -0.04 -0.03 0.43
H 1.70198 0.29963 -6.05440 -0.04 -0.01 -0.05 0.23
H 1.49638 3.27777 -5.34156 -0.01 0.01 0.04 0.44
H 1.93547 2.00255 -4.22812 0.01 0.09 0.01 -0.14
H -0.38781 2.56076 -3.87119 -0.02 0.00 -0.01 0.43
H -0.26392 0.92892 -4.48587 -0.05 -0.01 -0.07 -0.32
H -2.14493 2.11530 -5.51080 -0.01 0.03 -0.01 0.42
H -0.98201 1.64169 -6.72327 0.01 -0.01 0.01 0.36
H -1.78298 3.86926 -7.19986 0.04 -0.01 -0.03 0.39
H -0.08363 3.97046 -6.80518 0.00 -0.02 -0.02 0.22
H -2.39310 4.62453 -4.89370 0.01 -0.01 0.03 0.29
H -1.37340 5.79985 -5.72349 -0.02 0.01 0.04 0.39
H -0.67838 4.76508 -4.48369 -0.02 0.01 0.02 0.22
C -6.11719 -1.10770 3.00371 -0.02 0.09 -0.11 -1.07
C -6.32528 0.40511 2.99931 0.11 -0.09 0.03 0.85
C -6.31336 1.02415 4.39552 -0.02 0.07 0.00 -0.87
C -7.42242 0.53600 5.32893 0.02 -0.07 -0.01 -0.76
C -8.84262 0.74429 4.80569 0.00 0.10 0.10 -0.35
C -9.20201 2.21180 4.59291 -0.05 -0.09 -0.08 -1.19
H -6.91807 -1.62490 3.53306 0.02 -0.03 0.01 0.41
H -6.09746 -1.49753 1.98302 -0.01 -0.05 0.02 0.21
H -5.16892 -1.36778 3.48194 -0.02 -0.01 0.04 0.24
H -7.26052 0.64477 2.48470 0.00 0.01 0.02 0.27
H -5.52459 0.86401 2.40970 -0.21 -0.03 0.10 -0.68
H -6.36915 2.11218 4.29903 -0.01 -0.01 0.01 0.33
H -5.34704 0.81538 4.86698 0.01 -0.01 -0.02 0.38
H -7.31754 1.05196 6.28822 -0.02 0.00 0.00 0.40
H -7.27682 -0.52658 5.54393 0.01 0.01 0.00 0.30
H -9.54065 0.31464 5.52854 0.00 -0.04 -0.03 0.38
H -8.98905 0.19061 3.87408 0.01 -0.02 0.01 0.24
H -9.09805 2.77679 5.52123 0.03 0.02 -0.01 0.30
H -10.23498 2.30822 4.25641 0.00 0.04 0.01 0.38
H -8.56753 2.67839 3.83744 0.01 0.02 0.02 0.28
C 0.58830 -4.54224 6.61066 -0.08 0.09 -0.02 -1.27
C -0.09921 -4.22673 5.28553 0.04 -0.10 0.05 -0.71
C 0.80635 -4.42281 4.07101 -0.04 0.05 -0.06 -0.21
C 2.04297 -3.52261 4.03282 -0.03 -0.04 0.06 -0.15
C 1.74959 -2.02379 4.08190 0.13 -0.06 -0.16 -0.88
C 0.92668 -1.53393 2.89504 0.03 0.06 0.17 -0.56
H 1.43383 -3.87822 6.79643 0.02 -0.02 0.01 0.29
H -0.10868 -4.42349 7.44048 0.03 -0.02 0.02 0.40
H 0.95308 -5.57098 6.62410 0.04 0.01 0.00 0.31
H -0.48864 -3.20478 5.30887 0.00 0.00 -0.03 0.22
H -0.96831 -4.88055 5.17723 -0.02 0.03 -0.02 0.44
H 0.21372 -4.27166 3.16125 0.02 0.00 0.01 -0.03
H 1.13780 -5.46545 4.04088 -0.01 0.01 0.01 0.50
H 2.60488 -3.74673 3.11968 0.02 0.00 0.04 -0.30
H 2.70808 -3.77854 4.86053 0.00 -0.01 -0.01 0.46
H 2.70258 -1.48742 4.09815 -0.01 0.01 0.06 0.38
H 1.23847 -1.76422 5.01136 0.00 -0.01 0.00 0.48
H 1.44503 -1.75684 1.95455 -0.03 -0.03 -0.01 -0.04
H 0.77367 -0.45434 2.94686 -0.01 0.00 -0.04 0.50
H -0.05710 -2.00293 2.86358 0.00 -0.02 -0.01 0.36
C 5.69924 7.46304 0.49725 0.07 -0.12 -0.04 -1.20
C 5.91243 7.02245 -0.94831 -0.02 0.11 0.07 -0.37
C 4.75388 7.39121 -1.87366 0.04 -0.05 -0.07 -0.73
C 3.41286 6.74710 -1.51868 0.01 0.06 0.05 -0.92
C 3.42531 5.22107 -1.47283 -0.10 -0.05 -0.06 -0.14
C 3.76844 4.57084 -2.80941 0.02 -0.06 0.11 -0.98
H 4.83214 6.97494 0.94565 -0.01 0.03 0.01 0.28
H 6.56790 7.21087 1.10670 -0.02 0.03 0.03 0.38
H 5.55095 8.54266 0.55647 -0.04 0.00 0.01 0.30
H 6.09572 5.94415 -0.97925 0.00 0.00 -0.03 0.25
H 6.82098 7.49587 -1.32806 0.01 -0.04 -0.02 0.37
H 5.02527 7.12996 -2.90066 -0.02 0.01 0.00 0.30
H 4.62702 8.47760 -1.86641 0.01 0.00 0.01 0.41
H 2.66740 7.07490 -2.25003 -0.01 -0.03 0.00 0.37
H 3.06981 7.12610 -0.55252 0.01 0.00 0.00 0.35
H 2.43290 4.87867 -1.16150 0.02 0.00 0.04 0.33
H 4.12551 4.87089 -0.70820 -0.01 0.04 0.02 0.21
H 3.06321 4.87368 -3.58646 0.02 0.02 -0.01 0.24
H 3.72686 3.48156 -2.72456 0.02 0.00 -0.07 0.24
H 4.77353 4.83537 -3.13997 -0.01 0.00 -0.03 0.33
```
Forces are in eV/Å.